Entry 1:
Below is the molecule C4H4Cl2 at a distorted geometry, with properties calculated with the ωB97M-V functional and the def2-TZVPD basis.

XYZ file:
```
10
Properties=species:S:1:pos:R:3:forces:R:3
C -0.2425 1.6113 -0.2278 0.5675 0.2747 0.2372
C 0.5436 0.7490 0.4042 -0.4666 -1.1229 -0.1264
C 0.4910 -0.6886 0.0883 -1.3851 -0.1847 0.1636
Cl 2.0885 -1.3281 -0.0089 0.3955 -0.5236 -0.2292
C -0.5510 -1.5195 -0.0842 1.1261 0.4058 -0.0544
Cl -2.2190 -1.1687 0.1199 0.0814 0.2807 -0.0186
H -1.0065 1.3188 -0.9358 0.1642 -0.2135 -0.0075
H -0.0788 2.6641 -0.1144 -0.1796 0.4406 0.2811
H 1.3268 0.8889 1.1493 -0.2249 0.9996 -0.3029
H -0.3521 -2.5273 -0.3907 -0.0786 -0.3568 0.0570
```
Forces are in eV/Å.

Results
SMILES = C=C/C(Cl)=C\Cl
energy relative to the best compared isomer or geometry (same formula, charge and spin) = 31.9 kJ/mol
Kohn-Sham gap = 9.683 eV
highest occupied orbital energy = -0.334 hartree
total energy = -29256.32811 eV

***

Entry 2:
Below is a cluster of 2 separate species, C4H12 in total at a distorted geometry, with properties calculated with the ωB97M-V functional and the def2-TZVPD basis.

XYZ file:
```
16
Properties=species:S:1:pos:R:3:forces:R:3
C -1.0058 -1.0037 -0.2033 -1.0723 -0.7111 -1.6708
C -1.8520 -2.2596 0.1125 -0.3265 0.5251 1.0062
H -1.3706 -0.5490 -1.1340 -0.1947 0.0860 0.1738
H -1.0627 -0.2132 0.5411 0.6181 -0.2929 0.1698
H -0.0501 -1.3908 -0.5480 0.5924 0.6436 0.8246
H -2.1624 -2.2505 1.1596 0.3393 -0.1488 0.1741
H -1.2677 -3.1568 -0.0518 -0.1239 -0.2187 -0.0898
H -2.8184 -2.3379 -0.3790 0.1604 0.1066 -0.5882
C 1.8978 1.1259 -0.2767 -0.3903 -0.0566 -2.2793
C 0.9968 2.1164 0.4303 -0.8571 0.5325 0.7334
H 2.7893 1.6997 -0.5185 0.5730 -0.6957 0.2374
H 2.0577 0.1741 0.2111 0.4286 0.2275 0.7236
H 1.5751 0.7587 -1.2818 -0.3414 0.5980 0.5633
H 0.1383 2.6069 -0.0426 0.1176 -0.7074 -0.8475
H 1.5981 2.9963 0.6552 0.0411 -0.1317 0.7300
H 0.5367 1.6835 1.3258 0.4356 0.2436 0.1394
```
Forces are in eV/Å.

Results
SMILES = CC.CC
energy relative to the best compared isomer or geometry (same formula, charge and spin) = 73.0 kJ/mol
Kohn-Sham gap = 12.424 eV
highest occupied orbital energy = -0.414 hartree
total energy = -4341.77210 eV

***

> Kohn-Sham gap of number 2 (C4H12)?

12.424 eV